# 1
The following is a DFT calculation (ωB97M-V/def2-TZVPD) of a cluster of 2 separate species, C20H36F3I2N2O9P2S in total in a non-equilibrium geometry.

Geometry (Å):
1 C -6.674 -0.261 -1.953
2 O -5.410 -0.967 -1.891
3 C -5.231 -1.826 -3.040
4 C -3.729 -2.356 -3.049
5 C -2.658 -1.260 -3.596
6 C -1.446 -1.103 -2.556
7 C -1.962 -0.184 -1.349
8 C -0.810 0.305 -0.324
9 C 0.403 -0.732 -0.128
10 C 0.928 -0.897 1.376
11 C 2.502 -1.315 1.275
12 O 2.674 -2.701 1.741
13 C 3.075 -2.632 3.124
14 C 4.606 -2.775 3.578
15 O 2.227 -2.422 4.018
16 C -1.637 0.547 1.029
17 P -2.469 -0.842 1.998
18 O -1.594 -0.884 3.497
19 I -2.133 -3.071 1.053
20 O -2.560 1.598 0.548
21 C -1.644 2.568 -0.072
22 C -1.490 3.649 1.093
23 C -1.048 5.123 0.595
24 O -2.152 5.903 0.099
25 C -0.569 5.887 1.948
26 F -1.690 5.812 2.839
27 F -0.399 7.276 1.711
28 F 0.576 5.299 2.528
29 N -2.296 3.232 -1.255
30 C -3.579 3.239 -1.142
31 S -5.206 3.064 -0.930
32 N -0.460 1.776 -0.576
33 I 1.382 2.461 0.185
34 P -0.209 2.252 -2.330
35 O 1.110 1.248 -2.831
36 O 0.538 3.808 -2.238
37 H -6.861 0.367 -1.025
38 H -7.565 -0.978 -2.094
39 H -6.595 0.472 -2.842
40 H -5.903 -2.748 -2.862
41 H -5.575 -1.346 -4.021
42 H -3.483 -2.691 -1.974
43 H -3.721 -3.317 -3.678
44 H -3.195 -0.289 -3.846
45 H -2.237 -1.722 -4.560
46 H -0.459 -0.789 -3.021
47 H -1.272 -2.159 -2.123
48 H -2.795 -0.786 -0.826
49 H -2.526 0.690 -1.846
50 H 0.147 -1.796 -0.485
51 H 1.254 -0.398 -0.832
52 H 0.917 0.056 1.997
53 H 0.439 -1.730 1.971
54 H 3.150 -0.644 1.938
55 H 2.910 -1.259 0.216
56 H 4.700 -3.478 4.471
57 H 5.022 -1.753 3.904
58 H 5.265 -3.157 2.733
59 H -0.970 1.049 1.816
60 H -1.691 -0.027 3.965
61 H -2.550 3.796 1.523
62 H -0.875 3.287 1.998
63 H -0.140 5.127 -0.086
64 H -2.971 5.675 0.599
65 H 0.873 0.850 -3.698
66 H 0.226 4.370 -2.981
67 C 8.989 -3.898 0.537
68 C 7.762 -3.428 1.294
69 O 7.648 -4.124 2.530
70 H 8.932 -4.973 0.346
71 H 9.084 -3.375 -0.417
72 H 9.895 -3.726 1.125
73 H 6.858 -3.621 0.712
74 H 7.818 -2.353 1.499
75 H 8.446 -3.942 3.042

Values from the calculation:
**LUMO energy**: -5.0 eV
**Charge**: +1
**Frontier orbital gap**: 0.236 Ha

Taken from the Löwdin analysis, the atomic charges in e are: -0.129 -0.256 -0.238 -0.158 -0.173 -0.199 -0.149 -0.379 -0.178 -0.193 -0.155 -0.088 -0.398 0.012 0.069 -0.441 0.611 -0.397 0.601 -0.146 -0.505 -0.076 -0.242 -0.020 -0.357 0.058 0.090 0.068 0.027 -0.586 0.801 -0.508 1.338 0.942 -0.320 -0.380 0.074 0.107 0.097 0.134 0.134 0.081 0.123 0.114 0.116 0.092 0.100 0.086 0.108 0.093 0.090 0.074 0.068 0.133 0.128 0.104 0.103 0.063 0.102 0.059 0.155 0.118 0.128 0.116 0.064 0.084 -0.092 -0.339 -0.096 0.080 0.075 0.075 0.109 0.107 0.087

# 2
The following is a DFT calculation (ωB97M-V/def2-TZVPD) of a structure of composition C34H44AgBN7S4.

Geometry (Å):
1 Ag 0.092 -0.313 -0.094
2 C 4.859 1.928 -0.778
3 C 3.508 2.381 -1.221
4 C 3.314 3.292 -2.214
5 C 1.998 3.647 -2.613
6 N 0.961 3.180 -1.981
7 N 1.137 2.301 -0.994
8 B -0.087 1.906 -0.156
9 N 0.095 2.338 1.320
10 N 0.709 3.527 1.399
11 C 0.960 4.052 2.562
12 C 0.620 3.362 3.753
13 C -0.038 2.173 3.690
14 C -0.443 1.429 4.919
15 C -0.343 1.641 2.396
16 S -1.178 0.189 2.213
17 C 1.537 5.461 2.577
18 C 0.311 6.392 2.536
19 C 2.339 5.743 3.848
20 C 2.431 5.686 1.353
21 N -1.433 2.405 -0.739
22 N -1.637 3.731 -0.673
23 C -2.786 4.210 -1.053
24 C -3.846 3.339 -1.427
25 C -3.635 2.003 -1.549
26 C -4.706 1.052 -1.971
27 C -2.321 1.534 -1.251
28 S -1.877 -0.073 -1.565
29 C -3.029 5.711 -1.070
30 C -3.942 6.066 0.114
31 C -3.712 6.082 -2.399
32 C -1.728 6.505 -0.974
33 C 2.342 1.802 -0.643
34 S 2.435 0.481 0.421
35 C 1.768 4.653 -3.732
36 C 2.842 4.515 -4.820
37 C 1.875 6.046 -3.085
38 C 0.393 4.445 -4.376
39 H 5.642 2.525 -1.241
40 H 5.008 0.880 -1.047
41 H 4.940 1.989 0.308
42 H 4.164 3.715 -2.732
43 H 0.882 3.779 4.716
44 H 0.063 1.829 5.796
45 H -0.221 0.367 4.825
46 H -1.521 1.520 5.065
47 H -0.249 6.329 3.471
48 H -0.350 6.092 1.725
49 H 0.616 7.430 2.386
50 H 1.708 5.754 4.738
51 H 2.800 6.727 3.765
52 H 3.135 5.009 3.990
53 H 1.903 5.435 0.435
54 H 3.323 5.059 1.421
55 H 2.747 6.729 1.309
56 H -4.833 3.739 -1.614
57 H -5.688 1.501 -1.836
58 H -4.645 0.128 -1.397
59 H -4.585 0.787 -3.024
60 H -4.881 5.510 0.078
61 H -4.178 7.130 0.097
62 H -3.445 5.839 1.059
63 H -4.743 5.732 -2.453
64 H -3.159 5.666 -3.245
65 H -3.729 7.166 -2.510
66 H -1.218 6.337 -0.030
67 H -1.948 7.569 -1.061
68 H -1.052 6.228 -1.780
69 H 3.800 4.936 -4.510
70 H 2.520 5.058 -5.708
71 H 2.991 3.472 -5.104
72 H 2.867 6.187 -2.648
73 H 1.133 6.164 -2.295
74 H 1.721 6.826 -3.832
75 H 0.409 3.557 -5.013
76 H 0.138 5.302 -5.001
77 H -0.378 4.305 -3.624
78 S -0.522 -5.019 0.523
79 C -0.694 -3.319 0.363
80 N 0.373 -2.657 0.047
81 C 1.458 -3.507 -0.104
82 C 2.756 -3.139 -0.458
83 C 3.716 -4.122 -0.567
84 C 3.407 -5.467 -0.334
85 C 2.127 -5.849 0.012
86 C 1.158 -4.859 0.122
87 H -1.656 -2.851 0.524
88 H 2.989 -2.098 -0.639
89 H 4.728 -3.852 -0.838
90 H 4.179 -6.218 -0.428
91 H 1.887 -6.889 0.186

Values from the calculation:
**LUMO energy**: -3.5 eV
**Charge**: +1
**Frontier orbital gap**: 0.260 Ha

Taken from the Löwdin analysis, the atomic charges in e are: 0.558 -0.055 -0.242 0.081 -0.196 0.194 -0.002 -0.618 -0.027 0.178 -0.198 0.078 -0.242 -0.064 -0.667 0.692 -0.538 -0.024 -0.051 -0.043 0.007 0.198 -0.198 0.072 -0.239 -0.055 -0.623 0.719 -0.540 -0.028 -0.038 -0.041 -0.610 0.766 -0.538 -0.050 -0.028 -0.042 0.089 0.088 0.083 0.129 0.123 0.087 0.068 0.096 0.092 0.054 0.096 0.079 0.093 0.096 0.064 0.088 0.090 0.129 0.089 0.070 0.098 0.085 0.094 0.090 0.080 0.092 0.092 0.052 0.096 0.066 0.080 0.093 0.096 0.088 0.067 0.094 0.092 0.091 0.057 1.098 -0.466 -0.043 -0.309 -0.025 -0.069 -0.072 -0.079 -0.461 0.073 0.065 0.108 0.110 0.114

# 3
The following is a DFT calculation (ωB97M-V/def2-TZVPD) of a cluster of 12 separate species, C55H110N7O24 in total in a non-equilibrium geometry.

Geometry (Å):
1 C 2.890 1.730 21.165
2 C 2.711 2.966 22.019
3 N 3.973 3.269 22.633
4 C 4.846 2.437 23.293
5 C 6.013 3.210 23.583
6 N 5.691 4.521 23.129
7 C 4.485 4.529 22.518
8 C 6.494 5.720 23.363
9 H 3.443 1.869 20.235
10 H 1.900 1.591 20.730
11 H 3.280 0.856 21.687
12 H 2.023 2.756 22.838
13 H 2.365 3.819 21.435
14 H 4.462 1.456 23.531
15 H 6.980 3.022 24.025
16 H 4.054 5.436 22.120
17 H 7.163 5.618 24.217
18 H 5.952 6.656 23.222
19 H 7.106 5.799 22.465
20 C 2.376 10.683 19.418
21 C 1.441 9.770 19.890
22 C 1.500 9.016 21.243
23 O 0.796 7.954 21.535
24 C 2.526 9.408 22.100
25 C 3.515 10.498 21.781
26 C 3.425 11.137 20.356
27 O 4.265 12.092 20.133
28 O 4.477 10.871 22.484
29 O 0.412 9.580 19.128
30 H 2.293 11.201 18.474
31 H 2.565 8.774 22.973
32 C 10.840 12.394 26.287
33 C 9.955 12.077 25.258
34 C 10.091 10.799 24.443
35 O 9.354 10.686 23.405
36 C 10.973 9.847 24.745
37 C 11.855 10.048 25.862
38 C 11.782 11.483 26.731
39 O 12.383 11.562 27.792
40 O 12.735 9.263 26.178
41 O 9.041 12.973 25.033
42 H 10.929 13.332 26.815
43 H 11.057 8.956 24.139
44 C 0.919 -2.155 25.813
45 C -0.024 -2.977 24.799
46 O 0.202 -4.294 24.785
47 C 1.288 -4.917 24.437
48 O 2.396 -4.376 24.164
49 O 0.996 -6.245 24.544
50 C 1.985 -7.286 24.320
51 H 0.586 -1.128 25.965
52 H 1.870 -2.191 25.283
53 H 1.039 -2.641 26.781
54 H 0.201 -2.400 23.902
55 H -1.086 -2.815 24.982
56 H 2.404 -7.527 25.297
57 H 2.782 -6.885 23.693
58 H 1.561 -8.142 23.794
59 C 7.571 0.537 28.420
60 O 6.134 0.751 28.152
61 C 5.161 0.635 29.201
62 C 5.205 1.811 30.250
63 N 4.627 1.351 31.485
64 C 4.440 2.637 32.252
65 C 3.876 2.257 33.660
66 O 3.169 3.428 34.156
67 C 3.520 3.594 35.530
68 H 7.895 -0.488 28.599
69 H 7.917 1.145 29.257
70 H 8.158 0.917 27.584
71 H 5.169 -0.299 29.763
72 H 4.176 0.378 28.812
73 H 4.731 2.687 29.809
74 H 6.176 2.234 30.507
75 H 3.724 0.928 31.323
76 H 3.659 3.264 31.821
77 H 5.396 3.130 32.429
78 H 4.711 2.119 34.347
79 H 3.210 1.395 33.665
80 H 3.232 2.713 36.104
81 H 3.033 4.500 35.888
82 H 4.576 3.751 35.750
83 C 13.214 -0.873 20.198
84 O 12.070 -0.561 19.390
85 C 11.011 -1.586 19.590
86 C 9.815 -0.967 18.873
87 N 8.705 -1.840 18.582
88 C 8.071 -2.419 19.787
89 C 7.430 -1.470 20.808
90 O 6.637 -2.039 21.837
91 C 7.254 -2.938 22.695
92 H 13.653 -1.719 19.669
93 H 12.907 -1.053 21.228
94 H 13.884 -0.021 20.316
95 H 10.722 -1.804 20.618
96 H 11.375 -2.408 18.973
97 H 10.224 -0.424 18.021
98 H 9.549 -0.032 19.365
99 H 8.013 -1.280 18.104
100 H 8.809 -3.040 20.293
101 H 7.292 -3.074 19.395
102 H 6.907 -0.616 20.378
103 H 8.192 -0.898 21.336
104 H 6.797 -3.039 23.679
105 H 8.264 -2.591 22.918
106 H 7.313 -3.933 22.254
107 C -1.969 3.215 28.128
108 O -1.564 3.213 26.791
109 C -2.157 4.212 25.981
110 C -2.802 3.704 24.661
111 N -3.950 2.876 25.008
112 C -5.184 3.668 25.214
113 C -6.323 2.764 25.861
114 O -5.934 2.285 27.192
115 C -7.011 1.905 28.061
116 H -3.026 2.949 28.157
117 H -1.880 4.217 28.548
118 H -1.446 2.651 28.901
119 H -1.342 4.876 25.691
120 H -2.735 4.893 26.605
121 H -2.242 2.912 24.165
122 H -2.954 4.496 23.927
123 H -3.873 2.281 25.821
124 H -5.543 3.924 24.217
125 H -5.048 4.454 25.956
126 H -6.647 1.918 25.255
127 H -7.139 3.485 25.923
128 H -6.580 1.057 28.592
129 H -7.845 1.569 27.445
130 H -7.430 2.675 28.710
131 C 4.015 5.149 17.595
132 O 4.722 3.859 17.499
133 C 5.907 3.940 16.707
134 C 6.625 2.648 16.750
135 N 5.816 1.532 16.270
136 C 5.802 1.415 14.852
137 C 4.464 0.841 14.224
138 O 3.637 1.758 13.603
139 C 2.619 1.257 12.774
140 H 3.257 5.051 18.372
141 H 3.517 5.504 16.693
142 H 4.699 5.924 17.941
143 H 6.501 4.645 17.288
144 H 5.811 4.407 15.726
145 H 7.055 2.325 17.698
146 H 7.500 2.933 16.166
147 H 4.861 1.853 16.335
148 H 6.618 0.768 14.529
149 H 6.036 2.339 14.323
150 H 3.915 0.106 14.813
151 H 4.688 0.039 13.521
152 H 2.456 2.041 12.034
153 H 1.693 1.031 13.303
154 H 2.976 0.392 12.215
155 C -0.800 2.890 16.882
156 O -1.801 2.457 17.914
157 C -2.861 3.372 17.949
158 C -3.649 2.949 19.134
159 N -4.748 3.869 19.376
160 C -5.970 3.685 18.595
161 C -7.015 4.595 19.246
162 O -7.335 4.012 20.526
163 C -8.552 4.627 20.984
164 H -0.389 3.856 17.178
165 H -1.110 2.974 15.841
166 H 0.106 2.284 16.892
167 H -3.352 3.191 16.993
168 H -2.438 4.369 18.072
169 H -2.956 2.849 19.970
170 H -3.968 1.908 19.092
171 H -5.112 3.729 20.307
172 H -6.120 2.608 18.671
173 H -5.737 4.075 17.604
174 H -7.926 4.645 18.650
175 H -6.543 5.573 19.337
176 H -9.160 4.065 21.693
177 H -9.272 5.048 20.282
178 H -8.222 5.506 21.537
179 C 4.669 7.298 27.207
180 O 5.827 6.658 27.747
181 H 4.102 6.686 26.505
182 H 3.897 7.434 27.964
183 H 4.989 8.283 26.866
184 H 6.318 7.337 28.215
185 C 10.771 2.561 22.573
186 O 11.017 3.216 23.851
187 H 11.743 2.353 22.127
188 H 10.247 1.631 22.794
189 H 10.170 3.116 21.853
190 H 11.704 3.879 23.746
191 C 1.134 -3.388 18.853
192 O 1.798 -3.458 17.560
193 H 1.934 -3.662 19.540
194 H 0.843 -2.366 19.099
195 H 0.231 -3.978 19.008
196 H 2.253 -4.303 17.544

Values from the calculation:
**LUMO energy**: 2.9 eV
**Charge**: -3
**Frontier orbital gap**: 0.039 Ha

Atom charges from the Löwdin analysis, given in e for atoms 1 to 99: -0.069 -0.170 -0.086 0.006 0.053 -0.091 0.044 0.031 0.081 0.079 0.070 0.133 0.141 0.124 0.124 0.182 0.112 0.120 0.103 -0.051 -0.417 -0.431 -0.196 -0.049 -0.355 -0.343 -0.095 -0.015 -0.161 0.073 0.056 -0.076 -0.365 -0.459 -0.095 -0.074 -0.379 -0.434 -0.083 -0.080 -0.110 0.082 0.077 -0.039 -0.234 0.050 -0.519 0.075 -0.021 -0.023 0.071 0.057 0.069 0.122 0.123 0.093 0.086 0.088 -0.068 -0.197 -0.201 -0.235 -0.075 -0.168 -0.198 -0.197 -0.135 0.074 0.072 0.080 0.100 0.112 0.115 0.112 0.100 0.120 0.125 0.101 0.115 0.081 0.085 0.081 -0.110 -0.220 -0.172 -0.252 -0.049 -0.197 -0.217 -0.183 -0.133 0.084 0.079 0.084 0.112 0.124 0.120 0.110 0.105

# 4
The following is a DFT calculation (ωB97M-V/def2-TZVPD) of a structure of composition C14H52BaO14 in a non-equilibrium geometry.

Geometry (Å):
1 Ba 2.535 0.800 -2.365
2 O -0.154 1.032 -1.527
3 C -0.320 0.276 -0.332
4 C 0.847 0.059 0.697
5 O 2.108 -0.448 0.274
6 H -0.798 -0.692 -0.563
7 H -1.122 0.778 0.236
8 H 0.508 -0.527 1.564
9 H 0.959 1.055 1.169
10 C 2.995 3.647 0.474
11 O 2.407 3.136 -0.713
12 H 3.930 3.125 0.668
13 H 3.140 4.731 0.499
14 H 2.298 3.435 1.299
15 H 1.445 3.343 -0.679
16 C -2.316 3.159 -3.556
17 O -0.923 2.904 -3.527
18 H -2.499 4.108 -4.057
19 H -2.887 2.404 -4.102
20 H -2.681 3.195 -2.526
21 H -0.777 2.186 -2.886
22 C 3.108 0.992 3.593
23 O 3.757 0.140 2.660
24 H 3.668 0.999 4.523
25 H 3.051 2.005 3.180
26 H 2.080 0.668 3.780
27 H 3.153 0.005 1.910
28 C -4.526 2.019 -0.135
29 O -5.397 1.801 -1.228
30 H -4.060 2.997 -0.204
31 H -5.040 1.872 0.821
32 H -3.762 1.229 -0.163
33 H -5.727 0.901 -1.244
34 C -0.202 -2.936 3.057
35 O -0.332 -3.250 1.667
36 H 0.792 -2.534 3.265
37 H -0.938 -2.173 3.329
38 H -0.415 -3.839 3.632
39 H 0.550 -3.149 1.275
40 C 3.633 -3.074 1.672
41 O 2.488 -3.078 0.842
42 H 4.485 -2.579 1.186
43 H 3.447 -2.538 2.606
44 H 3.980 -4.089 1.863
45 H 2.282 -2.133 0.644
46 C -3.135 -0.309 -3.046
47 O -1.785 -0.495 -3.407
48 H -3.786 -0.486 -3.902
49 H -3.463 -1.011 -2.263
50 H -3.353 0.684 -2.642
51 H -1.258 -0.150 -2.658
52 C 0.736 -3.040 -2.728
53 O 1.535 -1.923 -2.329
54 H 1.173 -3.939 -2.297
55 H -0.294 -2.918 -2.389
56 H 0.686 -3.046 -3.813
57 H 1.545 -1.796 -1.368
58 C -2.849 -3.740 -1.189
59 O -2.365 -4.990 -0.708
60 H -3.940 -3.762 -1.283
61 H -2.533 -2.916 -0.544
62 H -2.436 -3.626 -2.189
63 H -2.688 -5.107 0.191
64 C 5.788 -0.140 -0.383
65 O 4.576 0.576 -0.493
66 H 5.674 -1.217 -0.541
67 H 6.503 0.260 -1.100
68 H 6.224 -0.032 0.615
69 H 3.863 0.229 0.086
70 C -3.069 -0.520 2.250
71 O -3.085 -0.490 3.673
72 H -2.833 0.432 1.773
73 H -2.378 -1.275 1.855
74 H -4.058 -0.844 1.909
75 H -2.617 0.307 3.935
76 C -1.006 4.073 0.674
77 O -0.182 3.800 -0.468
78 H -1.558 3.203 1.024
79 H -0.336 4.424 1.470
80 H -1.653 4.929 0.463
81 H -0.416 2.893 -0.754

Values from the calculation:
**Energy above the lowest of the compared OMol25 structures with the same formula, charge and spin**: 2.39 kJ/mol
**LUMO energy**: -0.9 eV
**Frontier orbital gap**: 0.285 Ha

Taken from the Löwdin analysis, the atomic charges in e are: 1.973 -0.487 -0.344 -0.312 -0.438 0.096 0.078 0.099 0.095 -0.133 -0.280 0.078 0.086 0.074 0.025 -0.152 -0.144 0.078 0.071 0.070 0.006 -0.147 -0.138 0.077 0.061 0.076 0.019 -0.165 -0.121 0.073 0.081 0.054 0.076 -0.142 -0.145 0.073 0.053 0.078 0.032 -0.146 -0.156 0.066 0.072 0.079 0.018 -0.170 -0.127 0.084 0.066 0.049 0.024 -0.098 -0.269 0.092 0.061 0.087 0.019 -0.172 -0.122 0.077 0.063 0.068 0.073 -0.140 -0.305 0.081 0.081 0.090 0.010 -0.161 -0.112 0.051 0.059 0.082 0.073 -0.107 -0.147 0.072 0.078 0.081 0.042